Formula: C36H34AsBaN6O8S2
Source: OMol25
Level of theory: the ωB97M-V functional and the def2-TZVPD basis

spin multiplicity = 1
net charge = -1
gap between HOMO and LUMO = 7.41 eV
relative energy (zero: lowest compared OMol25 entry of this formula, charge and spin) = 224.7 kJ/mol

Each line ends with the Löwdin charge.
Element x y z (Å)
Ba: 0.637825 0.368686 0.831732  2.02
C: -2.011072 3.250286 0.309500  -0.13
N: -1.967966 1.916782 -0.270352  -0.16
C: -3.108820 1.158114 0.220686  -0.15
C: -2.963384 0.580351 1.604800  -0.26
C: -4.049144 0.579250 2.476348  -0.02
C: -3.935341 -0.053367 3.701882  -0.07
C: -2.731541 -0.654795 4.031651  -0.05
C: -1.701477 -0.597396 3.109639  -0.14
N: -1.812468 -0.007891 1.925172  -0.02
C: -1.942286 1.914016 -1.731132  -0.12
C: -0.600599 2.278510 -2.322119  -0.28
C: -0.451280 3.343941 -3.203337  -0.03
C: 0.805887 3.617615 -3.720181  -0.07
C: 1.871350 2.810296 -3.356451  -0.07
C: 1.625438 1.756767 -2.485497  -0.14
N: 0.425718 1.502241 -1.985722  0.07
C: -0.806843 4.114481 0.049496  -0.26
C: -0.941996 5.488637 -0.125160  -0.03
C: 0.198438 6.261364 -0.275080  -0.08
C: 1.437559 5.642865 -0.251156  -0.06
C: 1.473996 4.264882 -0.085336  -0.12
N: 0.382234 3.526811 0.056626  0.11
H: -2.062531 3.121241 1.396468  0.13
H: -2.916827 3.790647 -0.020675  0.12
H: -3.255128 0.296919 -0.426165  0.08
H: -4.031861 1.761181 0.176318  0.13
H: -4.975028 1.060735 2.188140  0.11
H: -4.771619 -0.074332 4.389470  0.10
H: -2.590328 -1.152675 4.981233  0.10
H: -0.735708 -1.042879 3.336663  0.12
H: -2.719796 2.577738 -2.147945  0.13
H: -2.147149 0.886994 -2.041654  0.12
H: -1.301073 3.962021 -3.465818  0.11
H: 0.950327 4.451381 -4.396354  0.10
H: 2.868428 2.995343 -3.733556  0.10
H: 2.420717 1.086861 -2.170901  0.11
H: -1.923521 5.946841 -0.135709  0.11
H: 0.119923 7.333793 -0.405838  0.10
H: 2.350771 6.213801 -0.350811  0.10
H: 2.414911 3.723702 -0.062298  0.11
C: -2.653132 -6.735855 -4.953389  -0.06
C: -2.574103 -5.688344 -3.873192  -0.29
C: -3.083041 -5.936633 -2.602840  -0.05
C: -3.036212 -4.961416 -1.616814  -0.06
C: -2.480333 -3.728767 -1.903564  -0.28
C: -1.968571 -3.460536 -3.163586  -0.05
C: -2.013948 -4.441029 -4.140773  -0.04
S: -2.505789 -2.403693 -0.687167  0.57
O: -3.607952 -1.572560 -1.146031  -0.34
O: -2.695168 -3.022421 0.609640  -0.33
N: -1.151932 -1.608042 -0.888430  -0.13
C: 0.030803 -2.280151 -0.778770  -0.48
C: 0.164868 -3.635104 -0.381065  -0.03
C: 1.400265 -4.237248 -0.424066  -0.07
C: 2.501729 -3.514770 -0.867323  -0.08
C: 2.299534 -2.186140 -1.180710  -0.18
N: 1.121803 -1.566080 -1.128498  -0.01
H: -2.672216 -7.739536 -4.528732  0.07
H: -1.803945 -6.661454 -5.632915  0.07
H: -3.563692 -6.604211 -5.543430  0.08
H: -3.520674 -6.904186 -2.382879  0.11
H: -3.419198 -5.136025 -0.618523  0.11
H: -1.533103 -2.487182 -3.354737  0.12
H: -1.610454 -4.240439 -5.127003  0.11
H: -0.695696 -4.166840 -0.006153  0.09
H: 1.511850 -5.266959 -0.104320  0.10
H: 3.489597 -3.950688 -0.915219  0.10
H: 3.139205 -1.568916 -1.475083  0.09
O: 2.614936 3.145813 3.009646  -0.40
As: 1.225891 2.338258 3.823871  1.09
O: 0.215994 1.918822 2.595307  -0.86
O: 2.091147 0.599697 4.083378  -0.32
C: 3.424456 0.572042 4.087889  -0.40
C: 4.158940 0.919583 5.229601  -0.02
C: 5.539969 0.866268 5.224056  -0.09
C: 6.235432 0.461520 4.089521  -0.10
C: 5.525539 0.122999 2.950051  -0.06
C: 4.141336 0.178585 2.950609  -0.19
S: 3.275584 -0.147593 1.433230  0.42
O: 2.158178 -1.045238 1.712948  -0.58
O: 4.251876 -0.692891 0.519222  -0.30
O: 2.787685 1.172541 0.970287  -0.61
H: 2.729972 2.661395 2.169109  -0.03
H: 3.608606 1.247076 6.102736  0.11
H: 6.083603 1.151949 6.117391  0.10
H: 7.316710 0.418619 4.094815  0.09
H: 6.014914 -0.185976 2.035322  0.11

Cartesian forces, eV/Å:
-6.8 1.2 -3.4
0.1 -0.1 0.1
0.1 0.1 0.1
0.0 -0.1 -0.1
-0.1 0.0 0.2
0.0 0.0 0.0
0.1 0.0 -0.1
0.0 0.0 0.1
0.0 0.0 0.0
-0.7 0.0 0.2
0.1 -0.1 0.1
0.0 0.1 -0.2
0.0 0.0 0.0
0.0 -0.1 0.0
0.0 0.1 0.0
0.0 0.0 -0.1
-0.1 -0.1 0.1
0.0 0.2 0.0
0.0 0.0 0.0
0.0 0.0 0.0
0.0 0.0 0.0
0.0 0.1 0.0
0.3 -0.2 0.2
-0.1 0.0 0.0
0.0 0.0 0.0
-0.1 0.0 -0.1
0.0 0.0 0.0
0.0 0.0 0.0
0.0 0.0 0.0
0.0 0.0 0.0
0.0 0.0 0.0
0.0 0.0 0.0
-0.1 0.0 0.0
0.0 0.0 0.0
0.0 0.0 0.0
0.0 0.0 0.0
0.0 0.0 0.0
0.0 0.0 0.0
0.0 0.0 0.0
0.0 0.0 0.0
0.0 0.0 0.0
0.0 0.1 0.0
0.0 -0.1 0.0
0.0 0.0 0.0
0.0 0.1 0.1
0.0 0.2 0.1
0.0 0.0 0.0
0.0 0.0 0.1
-0.2 0.0 -0.5
0.2 0.1 0.1
0.1 -0.1 0.0
-0.5 0.1 0.2
0.3 -0.6 -0.3
0.0 0.2 0.2
0.0 0.1 -0.1
0.0 0.0 0.0
0.1 -0.1 -0.1
0.0 -0.4 -0.3
0.0 0.0 0.0
0.0 0.0 0.0
0.0 0.0 0.0
0.0 0.0 0.0
0.0 -0.1 0.0
0.0 0.0 0.0
0.0 0.0 0.0
0.0 0.0 0.0
0.0 0.0 0.0
0.0 0.0 0.0
0.0 0.0 0.0
-0.2 -0.3 -0.2
0.4 0.6 1.3
-0.6 0.6 0.5
-0.1 0.5 -0.3
0.1 -0.1 0.1
-0.1 0.0 -0.1
0.0 0.0 0.0
0.0 0.0 0.0
0.0 -0.1 -0.1
-0.4 0.0 -0.1
3.7 -0.6 0.5
2.0 -1.7 1.2
0.0 0.0 0.1
2.1 0.7 0.2
0.2 0.2 0.1
0.0 0.0 0.0
0.0 0.0 0.0
0.0 0.0 0.0
0.1 0.0 0.1

***

Formula: C36H34BrMoN3O5SiTe
Source: OMol25
Level of theory: the ωB97M-V functional and the def2-TZVPD basis

spin multiplicity = 1
net charge = +2
gap between HOMO and LUMO (spin up / spin down) = 6.09 / 5.61 eV
relative energy (zero: lowest compared OMol25 entry of this formula, charge and spin) = 0.0 kJ/mol

Each line ends with the Löwdin charge.
Element x y z (Å)
Mo: 0.564046 -0.348999 -1.082707  1.75
C: -2.764271 1.792725 -3.778631  -0.02
O: -3.326242 1.329308 -2.536299  -0.13
C: -3.422283 -0.018751 -2.415140  -0.25
C: -4.638817 -0.659876 -2.512827  0.07
C: -4.753215 -2.041909 -2.304069  -0.02
C: -3.646487 -2.788224 -1.987630  0.00
C: -2.400464 -2.151609 -1.848078  -0.15
C: -1.231319 -2.892397 -1.551453  0.00
N: -0.060803 -2.387814 -1.263175  -0.12
N: 0.934857 -3.370822 -1.271577  0.11
C: 2.083295 -2.806007 -1.331547  -0.38
O: 2.117563 -1.455513 -1.255772  -0.25
C: 3.342930 -3.533377 -1.418530  -0.18
C: 3.333491 -4.929397 -1.449447  -0.01
C: 4.529227 -5.616946 -1.529211  -0.05
C: 5.730966 -4.918452 -1.584114  -0.04
C: 5.740556 -3.530323 -1.558248  -0.05
C: 4.547794 -2.832900 -1.473763  -0.02
C: -2.296003 -0.777719 -2.077315  -0.24
O: -1.101763 -0.179411 -1.932631  -0.35
H: -2.738891 2.875648 -3.713100  0.10
H: -3.397128 1.488953 -4.612557  0.11
H: -1.753292 1.406200 -3.915979  0.09
H: -5.511014 -0.064642 -2.752030  0.14
H: -5.720202 -2.515604 -2.399374  0.13
H: -3.720526 -3.856881 -1.830520  0.13
H: -1.264536 -3.976454 -1.612392  0.16
H: 2.392240 -5.461368 -1.416793  0.12
H: 4.529098 -6.697950 -1.554269  0.12
H: 6.664792 -5.460720 -1.650980  0.12
H: 6.677834 -2.993162 -1.606052  0.12
H: 4.547732 -1.751477 -1.453025  0.12
C: 2.757134 -1.786845 1.628141  -0.16
Si: 0.943744 -1.487219 1.676831  0.70
C: 0.468263 -0.127470 2.822506  -0.18
C: -0.064097 -3.026245 1.807446  -0.17
H: 3.062775 -1.832880 2.680381  0.07
H: 3.313747 -0.981105 1.153489  0.04
H: 3.018073 -2.734514 1.161365  0.04
H: -0.530409 -0.279156 3.233444  0.05
H: 0.515382 0.859185 2.365098  0.00
H: 1.192526 -0.131000 3.644100  0.07
H: 0.128235 -3.378830 2.830696  0.07
H: 0.265057 -3.806465 1.124057  0.03
H: -1.137293 -2.875627 1.724411  0.02
Br: 2.893769 6.798940 -2.441855  0.83
C: 3.008843 5.315794 -1.302747  -0.66
C: 3.726471 5.407729 -0.107145  -0.13
N: 3.854005 4.398268 0.750793  0.11
C: 3.278571 3.244812 0.446743  -0.06
C: 2.542714 3.064877 -0.723080  -0.14
C: 2.400520 4.123112 -1.621863  -0.03
C: 1.875078 1.806266 -0.969660  -0.58
O: 1.008050 1.658568 -1.882896  -0.14
O: 2.043757 0.757383 -0.223408  -0.21
H: 4.217109 6.337312 0.157201  0.12
H: 3.390552 2.435967 1.158761  0.13
H: 1.836509 4.003292 -2.537674  0.13
Te: -1.294856 1.819809 0.071149  1.69
C: -0.815557 2.846580 1.842644  -0.51
C: 0.001901 3.966649 1.702462  -0.14
C: 0.301036 4.736744 2.817685  -0.05
C: -0.224774 4.396238 4.056100  -0.04
C: -1.060274 3.292343 4.182428  -0.05
C: -1.357916 2.510808 3.076866  -0.14
C: -2.972385 0.787315 0.779695  -0.50
C: -2.955669 -0.590889 0.933198  -0.16
C: -4.104092 -1.256775 1.337236  -0.06
C: -5.264254 -0.537183 1.589762  -0.05
C: -5.279205 0.842769 1.429988  -0.04
C: -4.136645 1.511617 1.012936  -0.11
H: 0.385022 4.261060 0.731086  0.09
H: 0.929375 5.610633 2.714366  0.12
H: 0.005109 4.999719 4.923957  0.12
H: -1.486722 3.042143 5.144899  0.12
H: -2.020004 1.658958 3.178435  0.10
H: -2.048230 -1.139915 0.728294  0.05
H: -4.095153 -2.333153 1.459172  0.12
H: -6.160142 -1.052150 1.910472  0.12
H: -6.184139 1.402446 1.625204  0.12
H: -4.160675 2.585957 0.876065  0.12

Cartesian forces, eV/Å:
-0.6 0.2 -0.8
0.0 0.0 0.0
0.0 0.0 0.0
0.0 0.1 0.0
-0.1 -0.1 0.0
0.0 0.1 0.0
0.0 0.0 0.0
0.0 -0.1 -0.1
0.0 -0.1 0.0
0.1 -0.2 0.1
-0.2 0.2 0.0
0.0 0.1 0.1
-0.1 0.0 -0.2
0.0 0.1 -0.1
0.0 0.0 0.0
0.0 0.0 0.0
0.0 0.0 0.0
0.0 0.0 0.0
0.0 0.0 0.0
0.2 0.1 0.0
-0.1 -0.2 0.1
0.0 0.0 0.0
0.0 0.0 0.0
0.0 0.0 0.0
0.0 0.0 0.0
0.0 0.0 0.0
0.0 0.0 0.0
0.0 0.0 0.0
0.0 0.0 0.0
0.0 0.0 0.0
0.0 0.0 0.0
0.0 0.0 0.0
0.0 0.0 0.0
0.1 0.0 -0.1
0.0 0.0 0.2
0.0 0.0 -0.1
0.0 0.0 0.0
0.0 0.0 0.0
0.0 0.0 0.0
0.0 0.0 0.0
0.0 0.0 0.0
0.1 -0.1 0.1
0.0 -0.1 0.0
0.0 0.0 0.0
0.0 0.0 0.0
-0.1 0.0 0.0
0.0 0.0 0.0
0.0 0.0 0.0
0.0 -0.1 0.0
0.0 0.1 0.0
0.0 0.1 0.0
0.2 0.0 0.1
0.0 0.0 -0.1
-0.1 -0.2 0.0
0.0 -0.6 0.1
0.3 0.7 0.5
0.0 0.0 0.0
0.0 0.0 0.0
0.0 0.0 0.0
0.1 0.0 0.0
0.0 0.1 -0.1
0.0 0.0 0.0
0.0 0.0 0.0
0.0 0.0 0.0
0.0 0.0 0.0
-0.1 0.0 0.0
0.0 0.0 0.0
-0.1 0.0 0.1
0.0 0.0 0.0
0.0 0.0 0.0
0.0 0.0 0.0
0.0 0.0 0.0
0.0 0.0 0.0
0.0 0.0 0.0
0.0 0.0 0.0
0.0 0.0 0.0
0.0 0.0 0.0
0.1 -0.1 0.0
0.0 0.0 0.0
0.0 0.0 0.0
0.0 0.0 0.0
0.0 0.0 0.0